# 1
This record from the Open Molecules 2025 dataset describes 8 unconnected molecules or ions with the total composition C6H29NO8 at a distorted geometry. The level of theory is ωB97M-V/def2-TZVPD.

Geometry as XYZ:
```
44
Properties=species:S:1:pos:R:3:forces:R:3:mulliken_charge:R:1
O -3.191 3.744 1.296 -0.1 0.0 -0.9 -0.620
O -4.676 0.637 0.844 0.3 -0.2 -0.8 -0.611
O 3.737 -0.727 -3.657 -0.3 0.1 0.0 -0.656
O -0.159 -4.078 1.126 -0.1 -0.8 0.2 -0.548
O -0.127 2.232 -4.992 -0.1 0.1 0.1 -0.579
O -3.359 2.658 -2.461 0.0 -0.1 0.2 -0.606
O 0.929 -0.003 -2.531 -0.8 -0.2 0.0 -0.593
O -0.274 3.298 -0.887 0.0 0.0 -0.2 -0.595
N 2.158 -2.276 -0.550 0.3 -0.1 -0.1 -0.496
C 1.792 -1.024 1.500 -1.6 -0.2 0.1 -0.916
C 0.895 -0.623 2.700 0.1 0.5 -0.5 -0.598
C 0.727 -0.330 5.204 -0.6 -0.2 0.1 -1.208
C 1.469 -2.345 0.756 0.7 -0.1 -0.3 0.429
C 0.015 -2.754 0.621 -0.9 -0.5 1.0 -0.549
C 1.558 -0.875 4.049 0.1 -0.4 -0.2 -0.466
H 3.381 -0.002 -4.181 0.2 0.0 -0.1 0.313
H -3.203 3.607 -2.475 0.0 0.0 -0.1 0.312
H 2.601 -0.564 4.018 0.0 0.7 0.2 0.358
H 2.090 -3.143 -1.076 -0.4 -0.1 0.2 0.247
H -0.527 3.084 -1.793 -0.1 -0.1 0.0 0.287
H 0.491 -0.827 -2.780 0.5 -0.1 -0.3 0.302
H -4.422 1.290 0.178 -0.1 0.3 0.3 0.304
H -3.773 3.679 0.526 -0.5 0.0 0.5 0.290
H -0.170 -4.721 0.414 0.1 0.0 -0.1 0.298
H 0.807 2.327 -5.203 0.0 0.0 0.0 0.292
H 0.650 -1.004 6.054 0.4 -0.1 0.1 0.345
H 2.791 -1.087 1.923 0.4 0.2 -0.6 0.411
H 3.148 -2.263 -0.332 0.2 0.4 -0.1 0.259
H 1.670 -0.283 0.715 0.6 0.4 0.1 0.189
H -0.522 -2.737 -0.327 0.7 0.6 -0.5 0.387
H -0.601 -2.198 1.320 0.0 0.5 -0.2 0.077
H 0.308 0.275 -1.845 0.4 0.4 0.2 0.273
H 1.686 -1.952 4.125 -0.3 -0.3 0.3 0.271
H -0.294 -0.271 4.842 -0.4 0.1 0.0 0.342
H 0.951 0.669 5.577 0.4 0.0 -0.2 0.300
H -4.378 -0.158 0.381 -0.2 -0.2 0.4 0.303
H 0.577 3.737 -0.999 0.0 0.0 0.2 0.312
H -0.466 1.606 -5.637 0.0 0.0 0.0 0.306
H -0.083 -1.086 2.656 -0.1 -0.5 0.2 0.334
H -2.369 3.823 0.803 0.7 0.0 0.4 0.314
H 0.596 0.428 2.600 0.5 0.1 0.1 0.407
H 3.071 -0.794 -2.959 0.1 -0.1 0.2 0.321
H -2.678 2.276 -3.024 0.0 0.1 -0.1 0.292
H 1.923 -3.149 1.324 -0.2 -0.3 0.4 0.169
```
Forces are in eV/Å.

Properties
E_HOMO   -9.58 eV
Multiplicity   1
Gap between HOMO and LUMO   9.4324 eV
ΔE to the lowest compared entry with this formula, charge and spin   303.3 kJ/mol
Structure (SMILES)   CCCC[C@H](N)CO.O.O.O.O.O.O.O

# 2
This record from the Open Molecules 2025 dataset describes a molecular structure, C6H2F18Li2N3O13S6 at a distorted geometry. The level of theory is ωB97M-V/def2-TZVPD.

Geometry as XYZ:
```
50
Properties=species:S:1:pos:R:3:forces:R:3:mulliken_charge:R:1
S -2.490 -1.379 3.258 0.2 -0.7 1.0 1.142
S 1.273 1.160 -3.775 1.8 0.1 -1.1 1.101
S -0.753 2.142 -2.372 -0.5 1.5 -0.1 0.531
S 3.073 -0.859 0.798 0.8 0.1 -1.6 0.793
S 1.298 0.724 1.922 -4.1 1.8 2.2 0.743
S -2.789 -0.948 0.731 0.9 2.4 -1.9 1.083
F -4.492 -2.383 -0.791 0.1 -0.6 0.1 -0.225
F 3.183 1.596 3.624 0.0 0.0 0.3 -0.201
F -4.706 -2.678 3.994 -0.2 -0.2 0.2 -0.224
F 0.871 -2.342 0.755 -0.7 0.1 0.1 -0.164
F -3.826 -1.431 5.541 0.2 -0.3 0.5 -0.219
F -2.361 -2.883 -1.034 -0.1 -0.6 -0.3 -0.236
F -1.453 4.580 -1.493 -0.6 0.5 -0.3 -0.190
F 2.504 -3.201 -0.286 0.6 -0.6 -0.4 -0.226
F 0.247 3.717 -0.502 -0.1 -0.1 0.5 -0.180
F 3.730 0.568 -2.696 -0.1 0.6 0.3 -0.240
F 3.336 -0.239 -4.647 0.4 0.1 -0.8 -0.219
F 2.472 -3.186 1.889 0.5 -0.6 0.5 -0.218
F 0.497 4.445 -2.477 -0.2 0.6 -0.6 -0.230
F 1.787 3.082 2.953 0.1 0.6 -0.1 -0.183
F 3.412 2.393 1.659 -0.1 0.5 -0.6 -0.246
F -3.210 -1.071 -1.875 0.4 -0.1 -0.2 -0.232
F 2.431 -1.138 -2.957 -0.1 -0.6 0.6 -0.186
F -4.940 -0.522 3.970 -0.1 -0.1 -0.3 -0.222
O 0.307 0.441 -4.538 0.3 -0.7 0.1 -0.601
O -1.618 1.465 -1.462 0.7 -0.2 0.4 -0.458
O -1.562 -2.259 3.920 -0.7 -0.2 -0.3 -0.666
O 1.162 -0.317 2.909 0.9 0.7 -0.9 -0.553
O -3.705 0.177 0.846 0.6 -1.2 -0.6 -0.646
O -1.374 -0.608 0.477 -1.2 -0.4 -0.3 -0.141
O -2.175 0.025 3.336 -0.5 -0.6 -0.7 -0.551
O 3.852 -0.806 -0.430 -0.6 -0.1 0.7 -0.683
O 1.890 2.309 -4.375 0.1 -0.1 0.0 -0.670
O -1.282 2.443 -3.681 1.1 -0.3 0.7 -0.567
O 0.114 1.517 1.633 1.4 -0.3 -0.1 -0.543
O -0.111 -1.411 -2.038 0.3 0.0 0.0 -0.303
O 3.779 -0.729 2.044 -0.7 0.1 -0.7 -0.594
N 1.830 0.278 0.498 2.8 -1.9 0.8 -0.532
N 0.843 1.464 -2.262 -2.1 0.7 -0.3 -0.394
N -2.934 -2.052 1.796 0.3 0.5 2.4 -0.568
C 2.799 0.012 -3.482 -1.4 0.4 -0.4 0.530
C 2.161 -2.545 0.802 -0.3 1.5 0.0 0.708
C 2.507 2.053 2.583 -0.1 -1.6 0.3 0.526
C -4.106 -1.520 4.253 0.7 0.3 -1.0 0.417
C -3.247 -1.923 -0.842 -0.4 1.6 1.4 0.463
C -0.381 3.873 -1.672 1.3 -2.0 0.3 0.612
Li 2.446 1.408 -1.009 0.3 0.1 0.0 0.846
Li 0.250 0.211 -0.658 -1.7 -0.8 0.0 1.543
H 0.461 -2.041 -2.485 0.0 0.1 0.0 0.164
H -0.997 -1.609 -2.353 -0.1 0.1 0.1 0.109
```
Forces are in eV/Å.

Properties
E_HOMO   -6.97 eV
Multiplicity   1
Net charge   -1
Gap between HOMO and LUMO   8.7072 eV
ΔE to the lowest compared entry with this formula, charge and spin   0.0 kJ/mol

# 3
This record from the Open Molecules 2025 dataset describes a molecular structure, C6H2InO4 at a distorted geometry. The level of theory is ωB97M-V/def2-TZVPD.

Geometry as XYZ:
```
13
Properties=species:S:1:pos:R:3:forces:R:3:mulliken_charge:R:1
In 5.156 12.860 16.680 0.4 -0.3 0.0 0.920
O 10.313 12.226 15.508 0.1 -0.1 -0.4 -0.403
O 8.318 16.101 18.572 -0.4 0.7 0.3 -0.471
O 9.713 16.744 16.288 0.5 0.8 0.1 -0.385
O 7.814 11.882 16.702 -0.1 -0.1 0.3 -0.595
C 8.641 15.264 17.775 0.6 -0.3 0.7 0.544
C 10.060 14.543 15.806 0.0 -1.5 0.0 -0.112
C 9.720 13.140 16.012 0.4 -0.3 0.7 0.246
C 9.559 15.603 16.633 -0.7 0.5 -0.7 0.410
C 8.185 13.911 17.864 0.4 -1.3 -0.5 -0.704
C 8.523 12.857 16.929 -1.1 1.4 -0.5 0.422
H 7.571 13.638 18.719 0.0 0.1 0.0 0.641
H 10.649 14.728 14.911 0.0 0.4 0.0 0.486
```
Forces are in eV/Å.

Properties
E_HOMO   -13.42 eV
Multiplicity   1
Net charge   +1
Gap between HOMO and LUMO   5.1109 eV
ΔE to the lowest compared entry with this formula, charge and spin   113.9 kJ/mol

# 4
This record from the Open Molecules 2025 dataset describes a molecular structure, C6H2O4Rb at a distorted geometry. The level of theory is ωB97M-V/def2-TZVPD.

Geometry as XYZ:
```
13
Properties=species:S:1:pos:R:3:forces:R:3:mulliken_charge:R:1
Rb 0.084 8.662 -0.484 0.0 -0.3 0.0 0.536
O 0.950 1.700 -0.653 -1.8 -1.4 0.5 -0.779
O -1.949 1.161 -0.511 3.1 -0.7 0.3 -0.786
O 1.728 -2.732 0.282 1.3 -1.0 0.4 -0.638
O -0.821 -3.119 0.946 -0.3 0.7 -0.2 -0.665
C 0.487 0.526 -0.303 1.6 5.2 -1.4 0.469
C -1.466 -0.907 0.160 1.5 -5.1 1.5 -0.454
C 1.454 -0.401 -0.094 -0.3 -3.6 1.7 -0.688
C -0.522 -1.998 0.536 -0.1 0.7 -0.3 0.386
C 1.042 -1.740 0.294 -1.6 1.1 -1.0 0.503
C -1.003 0.285 -0.214 -3.1 3.6 -1.4 0.371
H 2.520 -0.231 -0.069 -0.1 0.5 -0.4 0.367
H -2.503 -1.207 0.110 -0.2 0.4 0.1 0.377
```
Forces are in eV/Å.

Properties
E_HOMO   -1.95 eV
Multiplicity   1
Net charge   -1
Gap between HOMO and LUMO   1.4833 eV
ΔE to the lowest compared entry with this formula, charge and spin   413.4 kJ/mol